{
  "formula": "C23H67N3O12",
  "method": "wB97M-V/def2-TZVPD",
  "symbols": ["C", "H", "C", "O", "H", "H", "H", "H", "O", "H", "H", "H", "H", "H", "H", "C", "O", "C", "C", "H", "O", "H", "H", "C", "H", "C", "H", "C", "C", "H", "H", "C", "H", "H", "H", "H", "C", "C", "H", "H", "H", "N", "O", "H", "O", "H", "H", "O", "H", "H", "H", "H", "C", "N", "H", "C", "C", "H", "O", "H", "H", "O", "C", "H", "C", "H", "H", "H", "H", "C", "H", "H", "H", "H", "C", "H", "H", "H", "H", "C", "H", "H", "H", "H", "C", "H", "H", "H", "C", "O", "O", "H", "H", "H", "H", "H", "H", "N", "H", "H", "O", "H", "H", "H", "C"],
  "xyz": [[1.832346, -5.238776, 6.760127], [2.826016, -5.614636, 6.516317], [0.633006, 0.107144, -5.022153], [1.999366, 0.396624, -5.323963], [1.246126, -0.596106, -1.121793], [1.024206, 1.926854, 1.204307], [-0.584404, 0.103914, 0.093677], [2.753146, -1.461926, -5.982923], [1.882726, -4.888816, -2.402103], [0.105336, -3.539146, 5.424727], [2.200136, -1.981246, 4.959787], [-6.035954, 3.742894, 0.549247], [-4.091944, 5.987454, -1.624373], [-4.655914, 2.059554, -1.109743], [-4.219484, 2.949184, 2.528517], [-2.845584, 1.142464, -3.555903], [-0.627014, 3.918274, -1.969993], [0.563956, -1.150076, -4.107463], [1.210526, 0.447164, -0.808063], [-5.544584, 0.156964, 4.827097], [0.227496, 0.605384, 0.198297], [1.368406, -1.022136, -3.383173], [0.417586, -4.467696, -4.339443], [4.136426, -1.030866, 1.881677], [0.570926, -2.042706, 3.482567], [4.766326, -1.218216, -2.986773], [-4.570014, 1.668494, 4.836687], [0.602276, -3.530306, -3.814763], [1.905166, -3.664726, -3.106433], [-3.687264, 0.501154, -3.294393], [3.401746, -4.220666, -0.987593], [-4.221564, 2.679774, -0.325673], [2.497166, 3.242594, 0.208867], [3.186616, -5.967956, -1.065303], [-2.180214, 0.697424, 2.506957], [-0.282134, 5.224324, -0.296123], [2.463296, -0.470436, -6.330823], [-4.627074, 5.195934, -2.148993], [-2.509274, 1.722924, 3.965997], [-0.517214, 3.492184, 0.038757], [-4.529884, 4.560414, 0.535977], [-3.993244, 1.789184, 0.810227], [-5.527524, 4.562024, -1.311923], [-0.247154, -1.247686, 6.279157], [-1.934924, 1.378324, -2.481433], [-2.359954, 0.745474, -4.447343], [-0.985314, 3.031734, -2.055313], [1.854196, -3.844646, 6.528867], [-4.904954, 1.371084, 0.928957], [0.222226, -0.364506, 3.750977], [3.848716, -5.220946, -2.376763], [4.721516, -0.216136, 2.308257], [-3.425504, 2.374774, 2.051287], [1.593856, -1.188306, 5.113917], [-0.321404, -2.593786, -5.181503], [3.077326, -5.040856, -1.628013], [-0.792914, 4.316944, -0.618403], [3.779996, -0.886716, -2.662203], [-3.949154, 0.347524, 3.455337], [-3.313914, 3.126334, -0.731703], [-2.009104, 0.694964, -1.811273], [3.145746, -1.516006, 2.668327], [0.628666, -3.198196, 6.318017], [-0.175724, -3.485466, -3.052653], [2.733156, 2.920674, 1.223157], [1.000276, 1.036984, -1.700253], [-3.240204, 2.107744, -3.873083], [0.130716, -0.053426, -5.976103], [1.715236, -0.408596, 1.879307], [-5.007384, 0.884434, 4.218577], [0.227386, 0.955454, -4.470843], [0.027676, -3.457736, 7.189537], [5.180206, -1.946046, -2.288873], [-2.627644, 3.057374, 1.758747], [-2.917034, 1.284524, 3.055157], [-3.912044, 4.433874, -2.458993], [4.781436, -1.692806, -3.967923], [2.206256, 0.696224, -0.441203], [3.572866, 2.230494, 1.304627], [0.757476, -1.667486, 6.228437], [-2.908654, -1.017956, -0.518623], [-0.364904, -1.069116, -3.542863], [2.057566, -2.852966, -2.395153], [1.613426, -5.441966, 7.808397], [-5.144194, 3.886294, -0.060923], [-5.740614, 1.400044, 3.598407], [3.412686, -0.101956, -6.719403], [1.188486, -5.794956, 6.078797], [2.108716, -0.577486, 2.881677], [-2.301614, -0.278456, -0.488943], [5.597886, -0.079596, -3.060513], [-2.706504, 0.340144, 0.119027], [2.716886, -3.650016, -3.833753], [5.338236, 0.527344, -3.757513], [3.041436, 3.854144, 1.693997], [1.290546, -1.409986, 7.143657], [1.765276, -0.438736, -7.167403], [0.597676, -2.451226, -4.787723], [-5.138524, 5.604864, -3.020373], [3.781206, -0.665246, 0.918227], [1.542156, 2.440904, 1.828077], [4.836186, -1.829136, 1.634307], [-1.800894, 4.609614, -0.324443], [2.538366, 0.353574, 3.251317], [1.028486, -1.097626, 3.775077]],
  "forces_ev_per_angstrom": [[0.4, 0.3, -0.4], [0.2, 0.2, 0.3], [1.1, -1.1, 0.6], [-0.3, 0.1, 0.1], [0.1, -0.2, 0.0], [-0.1, -0.3, -0.2], [0.1, -0.4, -0.6], [-0.8, -0.3, 0.1], [0.2, -0.1, 1.4], [0.0, -0.5, -0.3], [1.1, 0.1, 0.5], [-0.3, -0.4, -0.6], [0.2, 0.3, 0.0], [0.0, 0.0, -0.2], [0.2, 0.4, 0.3], [0.2, 0.6, 0.0], [0.2, 1.1, 0.5], [-0.7, 0.9, -0.5], [-0.4, -0.9, -0.6], [0.5, -0.3, -0.2], [0.6, 0.9, 0.7], [0.2, -0.3, -0.2], [0.1, -0.1, -0.2], [1.4, 0.2, -1.3], [0.2, -0.2, -0.6], [0.1, 0.5, -0.6], [-0.2, 0.0, 0.6], [0.1, -0.7, 0.0], [0.4, -0.3, 0.3], [0.1, -0.1, 0.2], [-0.6, 0.4, -0.1], [-0.6, 0.6, -0.3], [0.4, -0.4, -0.4], [-1.2, 0.0, 0.2], [0.1, -0.2, 0.4], [0.9, -0.2, -0.7], [1.2, 0.4, -0.4], [1.3, -0.6, 0.5], [0.3, 0.3, -0.1], [0.2, 0.1, 0.3], [0.1, 0.5, 0.1], [0.8, -0.3, -0.2], [-2.2, -1.2, 1.9], [0.1, 0.2, -0.3], [0.0, 0.5, -1.0], [0.3, -0.3, 0.1], [-0.3, -0.4, -0.1], [0.9, 0.4, -0.7], [0.1, -0.3, 0.8], [-0.1, 0.2, 0.1], [0.6, 0.5, -0.1], [0.0, 0.2, 0.4], [-1.0, -0.6, 0.2], [-0.2, -0.8, 0.3], [-0.1, 0.5, -0.8], [0.9, -0.8, -1.4], [-0.3, -0.4, 0.6], [-0.3, -0.5, -0.1], [0.4, -0.3, -0.7], [0.3, -0.5, 0.2], [-0.2, -0.5, 0.2], [-0.8, -1.1, 1.6], [-0.9, 0.0, 0.4], [-0.4, 0.4, 0.2], [-0.7, 0.7, -0.1], [-0.1, 0.3, 0.0], [-0.2, 0.1, 0.1], [-0.5, 0.0, 0.0], [-0.4, 0.5, 0.0], [0.5, 1.2, -0.2], [0.0, 0.0, -0.1], [-0.7, 0.2, 0.1], [0.1, 0.3, 0.2], [0.2, -0.1, 0.1], [-1.4, 0.0, -0.8], [0.5, 0.3, -0.5], [-0.6, -0.3, 0.0], [-0.2, 0.2, 0.3], [0.0, -0.2, -0.3], [0.8, -0.8, 0.3], [-0.1, -0.3, 0.0], [-0.3, 0.1, 0.4], [0.1, 0.2, 0.1], [-0.2, -0.2, 0.0], [1.2, 1.3, -1.3], [-0.2, -0.1, -0.3], [0.0, 0.6, 0.0], [-0.5, 0.2, 0.1], [0.1, -0.2, -1.5], [0.5, -0.8, -0.2], [1.0, 0.2, 0.7], [-0.9, 1.0, 0.7], [0.3, 0.0, -0.1], [-0.3, -0.3, 0.0], [-0.1, -0.1, 0.5], [-0.1, 0.4, 0.1], [-0.1, -0.6, -0.1], [-0.3, 0.1, 0.5], [-0.2, -0.1, 0.2], [-0.4, 0.2, -0.3], [0.4, 0.4, 0.7], [0.0, -0.2, 0.2], [-0.7, -0.3, -0.5], [-0.2, 0.1, 0.2], [-0.6, 0.6, 0.8]],
  "lowdin_charge": [-0.1042, 0.0858, -0.1882, -0.1918, 0.0728, 0.0037, 0.0409, 0.0734, -0.1739, 0.1143, 0.0912, 0.1225, 0.0885, 0.1228, 0.1030, -0.1252, -0.1081, -0.1937, -0.1203, 0.0902, -0.1465, 0.0872, 0.1281, -0.1583, 0.1184, -0.1642, 0.0852, -0.2304, -0.2546, 0.0815, 0.0827, -0.2108, 0.0784, 0.0843, 0.1068, 0.0841, -0.1304, -0.1236, 0.1211, 0.0647, 0.1078, -0.0672, -0.2022, 0.1157, -0.1577, 0.0636, 0.0186, -0.1940, 0.1148, 0.1146, 0.0813, 0.0912, -0.1611, -0.0444, 0.1088, -0.1009, -0.1622, 0.0620, -0.2042, 0.0846, 0.0023, -0.1665, -0.2455, 0.1200, -0.1566, 0.0833, 0.0782, 0.1115, 0.0983, -0.1174, 0.1118, 0.1170, 0.0796, 0.1199, -0.1623, 0.0715, 0.0754, 0.0705, 0.0682, -0.1820, 0.0884, 0.1056, 0.1030, 0.0863, -0.1563, 0.0747, 0.0817, 0.0848, -0.2175, -0.0289, -0.1195, 0.0252, 0.1275, 0.0746, 0.0749, 0.1100, 0.0875, -0.0429, 0.0929, 0.0716, -0.1372, 0.0905, 0.0470, 0.1257, -0.2032],
  "e_above_lowest_ev": 0.892,
  "total_energy_ev": -53970.4366,
  "max_force_ha_per_bohr": 0.0613,
  "homo_lumo_gap_ev": 8.70
}